The following is a DFT calculation (ωB97M-V/def2-TZVPD) of a cluster of 18 separate species, BH38O17 in total in a non-equilibrium geometry.

ORCA input file:
```
! RIJCOSX wB97M-V def2-TZVPD def2/J DEFGRID3
* xyz -1 1
B 0.32 -0.36 0.35
H 1.05 0.47 0.77
H -0.88 0.02 0.39
H 0.62 -0.56 -0.79
H 0.47 -1.42 1.02
O -0.22 -4.72 0.46
H 0.30 -4.54 1.24
H -0.81 -3.95 0.44
O -2.99 2.03 -0.41
H -2.12 1.99 -0.77
H -2.91 2.95 -0.08
O -1.29 -1.01 -3.29
H -0.76 -1.58 -2.77
H -0.96 -1.33 -4.14
O -3.83 -0.80 0.38
H -3.07 -0.20 0.23
H -4.63 -0.35 0.18
O -0.97 1.62 -2.49
H -0.80 0.66 -2.31
H -0.22 2.14 -2.27
O 1.32 2.88 -1.60
H 1.58 3.75 -2.02
H 1.71 2.96 -0.69
O 2.33 2.93 0.82
H 2.51 3.86 1.08
H 3.22 2.66 0.65
O 2.39 -3.49 -0.29
H 2.95 -3.91 0.37
H 1.81 -2.93 0.22
O -0.52 0.07 3.62
H -0.54 -0.01 2.68
H 0.32 -0.34 3.76
O -2.34 1.70 2.40
H -2.43 0.90 2.90
H -3.21 2.04 2.30
O -1.95 -2.69 -0.60
H -1.41 -1.94 -0.32
H -2.80 -2.32 -0.38
O 1.53 2.22 3.21
H 1.15 1.39 3.38
H 1.69 2.26 2.23
O 3.63 0.09 -0.78
H 2.99 -0.55 -1.08
H 3.28 0.16 0.13
O -0.61 3.19 0.88
H -1.15 2.63 1.46
H -0.10 2.47 0.53
O 1.50 0.29 -3.83
H 1.50 0.90 -3.13
H 0.91 0.75 -4.43
O -1.90 -2.76 2.49
H -0.99 -2.93 2.82
H -2.15 -1.88 2.78
O 2.86 -1.76 -2.68
H 2.47 -2.35 -1.99
H 2.15 -1.32 -3.07
*
```

Results
DFT total energy (eV): -36102.2545
HOMO-LUMO gap (eV): 9.38
LUMO (eV): 2.23

Atomic partial charges in e from the Mulliken method, atoms 1 to 5:
1 B 3.483
2 H -0.802
3 H -1.032
4 H -0.490
5 H -0.560